Entry 1:
This record from OMol25 describes a molecular structure, C49H59BaN5O6P2SeSi2. The level of theory is ωB97M-V/def2-TZVPD.

Computed properties:
Highest occupied orbital energy, eV: -1.2990
Relative energy (zero: lowest compared OMol25 entry of this formula, charge and spin), kJ/mol: 0.0
Charge: -2
Orbital gap, Eh: 0.183

Positions of all 125 atoms, in Å:
1 Ba 0.412 -0.652 0.654
2 C -3.810 -3.021 3.095
3 Si -2.078 -2.276 2.836
4 C -2.364 -0.440 3.148
5 C -1.024 -2.968 4.242
6 N -1.359 -2.455 1.317
7 C -1.304 -3.632 0.592
8 C -1.898 -4.825 1.029
9 C -1.872 -6.013 0.303
10 C -1.225 -6.042 -0.917
11 C -0.606 -4.881 -1.377
12 C -0.606 -3.670 -0.673
13 N 0.040 -2.533 -1.132
14 Si 0.917 -2.410 -2.569
15 C 2.500 -3.439 -2.627
16 C 1.439 -0.606 -2.739
17 C -0.021 -2.819 -4.173
18 H -4.331 -2.470 3.884
19 H -3.788 -4.074 3.381
20 H -4.401 -2.935 2.179
21 H -2.627 -0.269 4.196
22 H -3.199 -0.087 2.534
23 H -1.496 0.185 2.936
24 H -1.482 -2.817 5.225
25 H -0.043 -2.487 4.246
26 H -0.870 -4.041 4.100
27 H -2.398 -4.819 1.989
28 H -2.354 -6.901 0.701
29 H -1.183 -6.952 -1.507
30 H -0.076 -4.920 -2.323
31 H 3.153 -3.178 -1.790
32 H 3.058 -3.274 -3.553
33 H 2.279 -4.506 -2.549
34 H 2.072 -0.254 -1.917
35 H 0.550 0.032 -2.783
36 H 2.005 -0.432 -3.656
37 H -0.819 -3.541 -3.991
38 H 0.648 -3.245 -4.926
39 H -0.477 -1.923 -4.599
40 N -1.571 1.986 -2.014
41 P -2.095 0.521 -1.285
42 C -3.015 -0.331 -2.597
43 C -3.931 0.303 -3.438
44 C -4.605 -0.422 -4.404
45 C -4.383 -1.792 -4.521
46 C -3.490 -2.429 -3.676
47 C -2.797 -1.700 -2.715
48 C -3.467 1.107 -0.207
49 C -3.174 2.134 0.691
50 C -4.120 2.556 1.610
51 C -5.365 1.941 1.661
52 C -5.653 0.896 0.795
53 C -4.709 0.481 -0.135
54 P -0.048 2.531 -1.476
55 C 0.848 2.972 -3.018
56 C 2.192 2.636 -3.127
57 C 2.901 2.947 -4.282
58 C 2.264 3.585 -5.334
59 C 0.922 3.934 -5.229
60 C 0.221 3.636 -4.072
61 C -0.376 4.252 -0.918
62 C -1.632 4.843 -0.942
63 C -1.809 6.140 -0.475
64 C -0.730 6.853 0.023
65 C 0.528 6.263 0.060
66 C 0.703 4.971 -0.403
67 H -1.963 2.288 -2.895
68 H -4.134 1.363 -3.323
69 H -5.312 0.072 -5.060
70 H -4.914 -2.361 -5.275
71 H -3.316 -3.494 -3.764
72 H -2.085 -2.184 -2.050
73 H -2.186 2.583 0.706
74 H -3.873 3.347 2.307
75 H -6.098 2.260 2.392
76 H -6.612 0.396 0.849
77 H -4.936 -0.341 -0.801
78 H 2.701 2.127 -2.314
79 H 3.945 2.671 -4.356
80 H 2.814 3.813 -6.239
81 H 0.424 4.442 -6.047
82 H -0.818 3.940 -3.989
83 H -2.482 4.279 -1.308
84 H -2.795 6.589 -0.494
85 H -0.869 7.862 0.393
86 H 1.372 6.809 0.462
87 H 1.683 4.507 -0.358
88 O 0.040 2.481 2.038
89 H 0.836 2.488 1.484
90 H 0.226 1.767 2.672
91 O 2.484 1.477 0.887
92 H 2.809 1.155 1.758
93 H 3.254 1.392 0.290
94 N 3.181 -1.560 0.900
95 H 3.449 -1.114 1.777
96 H 3.795 -1.172 0.187
97 H 3.372 -2.553 0.970
98 Se 5.297 1.447 -1.055
99 C 5.595 0.789 -2.800
100 C 5.010 -0.385 -3.290
101 C 5.253 -0.794 -4.588
102 N 6.038 -0.149 -5.456
103 C 6.607 0.964 -4.985
104 C 6.426 1.460 -3.709
105 H 4.361 -0.971 -2.655
106 H 4.786 -1.703 -4.959
107 H 7.250 1.494 -5.684
108 H 6.916 2.376 -3.401
109 O 3.166 0.317 3.364
110 C 2.049 0.145 3.893
111 O 0.943 0.094 3.290
112 C 2.003 -0.083 5.393
113 C 3.178 -0.094 6.130
114 C 3.173 -0.301 7.512
115 C 1.946 -0.487 8.099
116 O 1.664 -0.738 9.427
117 C 0.245 -0.671 9.518
118 O -0.294 -0.723 8.211
119 C 0.774 -0.476 7.368
120 C 0.761 -0.281 6.013
121 H 4.106 0.067 5.599
122 H 4.084 -0.317 8.094
123 H -0.041 0.276 9.997
124 H -0.116 -1.523 10.094
125 H -0.143 -0.283 5.420

Cartesian forces (eV/Å) of the 6 atoms listed first:
0.2906 0.4080 0.0492
-0.0430 0.0243 -0.0335
-0.1924 -0.0241 0.0325
0.0320 0.0263 -0.0542
0.0485 0.0001 0.0315
-0.0229 -0.1625 -0.1369

Atom charges from the Löwdin analysis, given in e for atoms 1 to 4: 1.671 -0.194 0.306 -0.170

---

Entry 2:
This record from OMol25 describes 6 unconnected molecules or ions with the total composition C36H46BrN6O2. The level of theory is ωB97M-V/def2-TZVPD.

Computed properties:
Highest occupied orbital energy, eV: -2.5485
Charge: -1
Orbital gap, Eh: 0.182

Positions of all 91 atoms, in Å:
1 C 5.813 -1.695 -0.759
2 C 4.663 -0.968 -1.441
3 C 4.711 0.547 -1.217
4 O 3.778 0.948 -0.252
5 C 2.674 1.677 -0.755
6 Br 1.600 0.415 -2.074
7 C 1.810 1.791 0.484
8 C 0.336 2.092 0.268
9 C -0.575 0.871 0.396
10 C -1.555 0.727 -0.746
11 N -2.679 -0.176 -0.377
12 C -2.163 -1.536 -0.263
13 C -3.664 -0.119 -1.428
14 C -3.346 -0.703 -2.785
15 O -4.765 0.390 -1.212
16 H 5.762 -2.770 -0.915
17 H 5.809 -1.450 0.299
18 H 6.776 -1.370 -1.152
19 H 4.576 -1.248 -2.487
20 H 3.748 -1.313 -0.967
21 H 5.700 0.783 -0.811
22 H 4.609 1.117 -2.136
23 H 2.269 2.567 1.091
24 H 1.922 0.855 1.054
25 H 0.041 2.779 1.064
26 H 0.155 2.626 -0.660
27 H -1.120 0.871 1.337
28 H 0.064 -0.010 0.422
29 H -1.066 0.331 -1.635
30 H -1.959 1.701 -1.021
31 H -1.385 -1.591 0.487
32 H -2.961 -2.218 0.026
33 H -1.735 -1.924 -1.189
34 H -3.346 -1.786 -2.747
35 H -4.102 -0.359 -3.477
36 H -2.378 -0.391 -3.163
37 N 1.331 -3.462 -4.168
38 C 1.445 -4.587 -4.871
39 C 2.615 -4.991 -5.495
40 C 3.731 -4.178 -5.384
41 C 3.630 -3.004 -4.657
42 C 2.412 -2.687 -4.067
43 H 0.547 -5.194 -4.934
44 H 2.649 -5.919 -6.051
45 H 4.666 -4.456 -5.856
46 H 4.476 -2.339 -4.545
47 H 2.299 -1.776 -3.484
48 N 0.432 -3.737 -0.785
49 C 0.636 -4.228 0.435
50 C 1.893 -4.430 0.981
51 C 3.003 -4.101 0.217
52 C 2.808 -3.586 -1.053
53 C 1.507 -3.423 -1.507
54 H -0.259 -4.467 1.002
55 H 1.999 -4.829 1.981
56 H 4.003 -4.238 0.608
57 H 3.642 -3.309 -1.682
58 H 1.308 -3.014 -2.492
59 N -4.017 2.498 2.755
60 C -4.125 2.469 4.084
61 C -4.168 1.299 4.823
62 C -4.106 0.091 4.142
63 C -4.002 0.103 2.763
64 C -3.956 1.329 2.116
65 H -4.169 3.436 4.575
66 H -4.243 1.333 5.902
67 H -4.134 -0.849 4.683
68 H -3.946 -0.811 2.190
69 H -3.862 1.377 1.043
70 N -3.227 6.377 -2.684
71 C -3.924 5.264 -2.464
72 C -4.124 4.716 -1.206
73 C -3.565 5.357 -0.112
74 C -2.831 6.513 -0.324
75 C -2.694 6.979 -1.622
76 H -4.341 4.791 -3.345
77 H -4.701 3.808 -1.087
78 H -3.698 4.955 0.885
79 H -2.372 7.042 0.500
80 H -2.128 7.881 -1.830
81 N 0.476 2.177 4.490
82 C -0.581 1.386 4.325
83 C -0.763 0.196 5.017
84 C 0.208 -0.195 5.923
85 C 1.318 0.616 6.101
86 C 1.401 1.787 5.363
87 H -1.317 1.725 3.604
88 H -1.642 -0.405 4.844
89 H 0.103 -1.117 6.481
90 H 2.103 0.349 6.796
91 H 2.252 2.451 5.473

Cartesian forces (eV/Å) of the 6 atoms listed first:
0.1946 0.2685 -0.4001
-0.2494 -0.0457 0.5165
0.7034 -0.0420 0.1047
-0.5164 -0.2039 -0.3772
1.0860 1.2512 0.6748
-0.4176 -1.0244 -0.6999

Atom charges from the Löwdin analysis, given in e for atoms 1 to 4: -0.116 -0.267 -0.283 -0.258

---

Entry 3:
This record from OMol25 describes 8 unconnected molecules or ions with the total composition C40H63Cl17FN2O6P. The level of theory is ωB97M-V/def2-TZVPD.

Computed properties:
Highest occupied orbital energy, eV: -8.1708
Relative energy (zero: lowest compared OMol25 entry of this formula, charge and spin), kJ/mol: 1999.2
Charge: 0
Orbital gap, Eh: 0.290

Positions of all 130 atoms, in Å:
1 C 4.061 1.289 -0.441
2 C 2.586 0.985 -0.510
3 C 1.886 -0.354 -1.203
4 C 2.013 0.070 -2.776
5 C 2.274 1.597 -3.196
6 O 3.266 1.804 -4.112
7 F 1.578 2.842 -2.801
8 C 2.452 -1.870 -0.734
9 C 4.042 -2.078 -0.450
10 C 4.539 -2.138 1.099
11 C 4.162 -0.874 2.061
12 O 6.040 -2.165 1.035
13 C 6.591 -3.203 1.914
14 C 6.721 -2.609 3.451
15 C 7.545 -1.159 3.571
16 C 7.774 -0.353 4.993
17 C 7.146 -1.052 6.359
18 C 6.309 -2.476 6.250
19 C 6.095 -3.289 4.803
20 C 2.039 -3.173 -1.699
21 Cl 1.478 -3.083 -3.484
22 C 2.110 -4.616 -1.242
23 C 1.708 -5.934 -2.113
24 Cl 2.759 -5.117 0.462
25 C 1.348 -2.075 0.482
26 O 1.424 -2.491 1.739
27 N 0.088 -1.715 -0.285
28 C 0.353 -0.205 -0.528
29 O 0.405 0.204 0.902
30 C -0.715 1.029 1.324
31 C -2.057 0.132 1.772
32 N -3.097 0.959 2.500
33 C -4.300 0.046 2.626
34 C -5.612 1.052 2.824
35 C -5.903 1.654 1.290
36 O -6.801 0.304 3.354
37 P -1.176 0.162 -1.586
38 O -0.934 1.294 -2.876
39 Cl -1.593 -1.701 -2.621
40 H 4.601 1.804 0.462
41 H 4.646 1.034 -1.453
42 H 1.950 1.936 -0.158
43 H 2.896 -0.604 -3.216
44 H 1.052 -0.299 -3.382
45 H 4.395 -3.123 -0.918
46 H 4.756 -1.305 -1.016
47 H 4.242 -3.098 1.700
48 H 4.235 -1.177 3.209
49 H 4.907 0.051 1.940
50 H 3.083 -0.433 1.919
51 H 7.717 -3.370 1.554
52 H 6.080 -4.253 1.844
53 H 7.961 -0.651 2.574
54 H 8.353 0.676 4.985
55 H 7.315 -0.451 7.367
56 H 5.845 -2.946 7.230
57 H 5.477 -4.297 4.739
58 H 2.723 -6.530 -2.317
59 H 1.092 -6.646 -1.378
60 H 1.042 -5.791 -3.047
61 H -0.782 -1.866 0.303
62 H -0.375 1.526 2.359
63 H -0.983 1.942 0.642
64 H -1.637 -0.642 2.574
65 H -2.491 -0.507 0.895
66 H -2.763 1.106 3.486
67 H -4.162 -0.719 3.502
68 H -4.539 -0.572 1.639
69 H -5.252 1.904 3.545
70 H -4.914 1.496 0.658
71 H -6.164 2.794 1.302
72 H -6.724 0.968 0.799
73 H -6.438 -0.340 4.057
74 H -1.156 0.799 -3.742
75 Cl -6.206 -2.582 4.598
76 C -7.637 -3.271 5.404
77 C -7.563 -3.139 6.917
78 Cl -6.298 -4.176 7.622
79 H -7.730 -4.317 5.095
80 H -8.507 -2.726 5.026
81 H -8.512 -3.450 7.364
82 H -7.365 -2.107 7.223
83 Cl -5.401 0.091 -1.411
84 C -6.361 0.383 -2.883
85 C -6.056 1.736 -3.508
86 Cl -6.636 3.087 -2.502
87 H -7.419 0.289 -2.622
88 H -6.111 -0.416 -3.587
89 H -6.561 1.821 -4.474
90 H -4.982 1.871 -3.672
91 Cl -1.463 4.117 -0.057
92 C -0.981 4.538 -1.720
93 C -0.541 5.988 -1.840
94 Cl -1.899 7.122 -1.630
95 H -1.821 4.314 -2.384
96 H -0.152 3.875 -1.986
97 H -0.129 6.170 -2.837
98 H 0.228 6.239 -1.103
99 Cl -7.003 2.836 -6.559
100 C -8.203 4.097 -6.180
101 C -7.747 5.477 -6.629
102 Cl -6.373 6.077 -5.668
103 H -8.398 4.067 -5.104
104 H -9.125 3.823 -6.702
105 H -8.561 6.196 -6.502
106 H -7.451 5.481 -7.683
107 Cl 6.170 -10.107 -0.255
108 C 4.970 -8.847 0.124
109 C 5.425 -7.467 -0.325
110 Cl 6.799 -6.867 0.637
111 H 4.774 -8.876 1.200
112 H 4.048 -9.121 -0.397
113 H 4.611 -6.747 -0.198
114 H 5.721 -7.463 -1.379
115 Cl -1.582 3.411 -5.046
116 C -0.910 4.162 -6.514
117 C -0.206 5.477 -6.217
118 Cl -1.348 6.754 -5.728
119 H -1.725 4.294 -7.232
120 H -0.197 3.447 -6.937
121 H 0.305 5.836 -7.115
122 H 0.539 5.365 -5.423
123 Cl 1.740 3.486 1.834
124 C 2.723 4.538 2.882
125 C 4.115 3.973 3.120
126 Cl 4.080 2.503 4.125
127 H 2.181 4.684 3.822
128 H 2.797 5.507 2.379
129 H 4.728 4.706 3.653
130 H 4.618 3.730 2.179

Cartesian forces (eV/Å) of the 6 atoms listed first:
-3.5321 -1.2835 -1.8725
4.4546 1.6952 0.8435
0.1798 3.7631 0.3872
-1.1649 -1.9767 -0.8312
6.2624 2.3152 -5.4701
-7.1507 -1.2532 6.4509

Atom charges from the Löwdin analysis, given in e for atoms 1 to 4: 0.018 -0.095 -0.198 -0.091

---

Entry 4:
This record from OMol25 describes a molecular structure, C20H30BeF3N2O16. The level of theory is ωB97M-V/def2-TZVPD.

Computed properties:
2S+1: 2
⟨S²⟩: 0.757
Highest occupied orbital energy (spin up / spin down), eV: -8.1156 / -8.1156
Charge: 0
Orbital gap (spin up / spin down), Eh: 0.264 / 0.156

Positions of all 72 atoms, in Å:
1 Be 2.966 -14.791 17.791
2 C 6.198 -16.351 19.033
3 O 6.902 -16.457 17.811
4 O 4.869 -16.154 18.624
5 C 6.478 -17.552 20.024
6 F 5.633 -17.432 21.075
7 F 6.314 -18.765 19.521
8 F 7.728 -17.453 20.570
9 C 8.208 -17.042 17.779
10 C 8.830 -16.300 16.567
11 H 8.272 -16.300 15.631
12 H 8.949 -15.262 16.876
13 H 9.845 -16.693 16.513
14 H 8.134 -18.120 17.633
15 H 8.829 -17.002 18.674
16 H 6.649 -15.474 19.499
17 N 0.339 -13.232 17.366
18 O 1.469 -12.850 17.082
19 O -0.585 -13.058 16.528
20 O 0.128 -13.889 18.393
21 N 0.488 -16.077 15.037
22 O 1.159 -15.967 16.019
23 O -0.477 -15.331 14.898
24 O 0.843 -16.891 14.249
25 O 1.965 -16.661 19.088
26 C 1.915 -17.755 19.717
27 O 1.077 -17.895 20.786
28 C 1.067 -19.283 21.232
29 C 1.900 -20.071 20.250
30 C 2.670 -19.009 19.516
31 H 0.038 -19.638 21.287
32 H 1.438 -19.477 22.238
33 H 1.273 -20.545 19.495
34 H 2.540 -20.863 20.639
35 H 2.983 -19.295 18.512
36 H 3.651 -18.835 19.959
37 O 3.023 -13.896 20.241
38 C 3.333 -13.362 21.263
39 O 2.443 -13.029 22.158
40 C 2.963 -12.174 23.226
41 C 4.214 -11.636 22.611
42 C 4.611 -12.671 21.589
43 H 3.210 -12.874 24.024
44 H 2.272 -11.369 23.479
45 H 5.001 -11.668 23.364
46 H 4.031 -10.612 22.286
47 H 5.200 -13.505 21.971
48 H 5.213 -12.308 20.755
49 O 4.427 -12.863 17.653
50 C 5.605 -12.323 17.703
51 O 5.746 -11.246 18.566
52 C 7.003 -10.670 18.399
53 C 7.898 -11.442 17.383
54 C 6.998 -12.668 17.083
55 H 7.372 -10.870 19.405
56 H 7.058 -9.584 18.319
57 H 8.901 -11.615 17.771
58 H 7.775 -10.950 16.418
59 H 7.423 -13.499 17.645
60 H 6.978 -12.934 16.026
61 O 3.554 -14.596 15.290
62 C 3.671 -14.269 14.137
63 O 4.566 -13.306 13.820
64 C 4.615 -13.051 12.381
65 C 3.878 -14.263 11.879
66 C 3.086 -15.007 12.934
67 H 5.535 -12.951 11.805
68 H 4.139 -12.080 12.242
69 H 4.456 -14.988 11.306
70 H 3.271 -13.874 11.061
71 H 3.213 -16.082 13.061
72 H 2.018 -14.808 12.849

Cartesian forces (eV/Å) of the 6 atoms listed first:
1.3076 0.7474 1.3421
-2.3244 1.1315 -2.1539
0.9359 -1.0623 0.5048
0.4486 -0.5146 1.2652
-0.8312 1.6701 0.2848
0.0341 -0.1972 -0.0763

Atom charges from the Löwdin analysis, given in e for atoms 1 to 4: 1.048 -0.419 -0.116 -0.215

---

Number 1: strongest force on any atom 0.010 Eh/bohr, total energy -171889.7848 eV. Number 2: strongest force on any atom 0.037 Eh/bohr, total energy -121153.9127 eV. Number 3: strongest force on any atom 0.189 Eh/bohr, total energy -282632.6757 eV. Number 4: strongest force on any atom 0.111 Eh/bohr, total energy -65505.2771 eV.